Record 1
Density functional theory data (the ωB97M-V functional and the def2-TZVPD basis) for a single C2H4N2S2 molecule at a distorted geometry.

Cartesian coordinates (Å):
C 0.9068 0.4446 -1.3205
C -0.8559 -0.6586 -0.1505
N -0.1011 -0.3071 -1.3266
N 0.0003 -0.5667 1.0560
S 1.9621 1.1572 -0.1875
S -0.6359 0.3055 2.2343
H 1.1196 0.7293 -2.4435
H -1.7897 -0.1483 -0.0173
H -1.1405 -1.7589 -0.4557
H 0.5342 0.8032 2.6114

Results
* maximum force: 3.71 eV Å⁻¹
* energy above the lowest of the compared OMol25 structures with the same formula, charge and spin: 4.701 eV
* HOMO (alpha / beta): -9.344 / -8.636 eV
* Kohn-Sham gap (alpha / beta): 8.34 / 6.33 eV
* E: -984.3421 Ha
* LUMO (alpha / beta): -1.004 / -2.302 eV


Record 2
Density functional theory data (the ωB97M-V functional and the def2-TZVPD basis) for 2 unconnected molecules or ions with the total composition CH5NOS at a distorted geometry.

Cartesian coordinates (Å):
C -1.0874 -0.9654 -1.1450
N 1.9392 0.7224 0.6773
O -2.0310 0.5448 0.7552
S -2.3617 -0.0918 -0.5571
H -0.2073 -1.0360 -0.5839
H -1.3954 -1.4449 -2.0198
H 1.8617 1.6293 1.0291
H 0.9899 0.6177 0.4741
H 2.2920 0.0239 1.3701

Results
* maximum force: 4.15 eV Å⁻¹
* energy above the lowest of the compared OMol25 structures with the same formula, charge and spin: 2.059 eV
* HOMO: -9.959 eV
* Kohn-Sham gap: 9.46 eV
* E: -569.2125 Ha
* LUMO: -0.504 eV


Record 3
Density functional theory data (the ωB97M-V functional and the def2-TZVPD basis) for 2 unconnected molecules or ions with the total composition C7H10.

Cartesian coordinates (Å):
C 0.5848 -1.5287 -1.0746
C 0.8145 -0.9705 0.0991
C 2.0625 -0.4814 0.6535
C 1.6457 0.9281 0.7572
C 0.7448 -0.1680 1.3086
H -0.3109 -1.9932 -1.4457
H 1.4360 -1.4698 -1.7414
H 2.9037 -1.0667 0.9935
H 1.3170 1.4204 -0.1610
H 2.1934 1.5535 1.4557
H 0.4084 -0.3057 2.3269
C -2.4470 0.0624 -0.3293
C -2.1768 1.2975 -0.7337
H -2.4481 -0.7770 -1.0204
H -2.6646 -0.1666 0.7111
H -1.9495 1.5204 -1.7734
H -2.1666 2.1364 -0.0420

Results
* maximum force: 0.65 eV Å⁻¹
* energy above the lowest of the compared OMol25 structures with the same formula, charge and spin: 4.608 eV
* HOMO: -8.732 eV
* Kohn-Sham gap: 9.90 eV
* SMILES: C=C1[C@H]2C[C@@H]12.C=C
* E: -272.5486 Ha
* LUMO: 1.173 eV


Record 4
Density functional theory data (the ωB97M-V functional and the def2-TZVPD basis) for a single C4H5NO molecule at a distorted geometry.

Cartesian coordinates (Å):
O 1.7181 -1.3325 1.0696
C 0.8239 -0.7129 0.5270
C 0.8392 0.0717 -0.7500
C -0.5519 0.5481 -0.9790
C -1.2428 0.2842 0.1364
N -0.4311 -0.3803 1.0620
H 1.3896 -0.3486 -1.6222
H 1.3373 0.8920 0.0570
H -0.8932 1.1110 -1.8374
H -2.2511 0.5995 0.3845
H -0.7380 -0.7322 1.9520

Results
* maximum force: 3.14 eV Å⁻¹
* energy above the lowest of the compared OMol25 structures with the same formula, charge and spin: 0.928 eV
* HOMO: -8.680 eV
* Kohn-Sham gap: 9.51 eV
* SMILES: O=C1CC=CN1
* E: -285.3805 Ha
* LUMO: 0.826 eV


Record 5
Density functional theory data (the ωB97M-V functional and the def2-TZVPD basis) for 4 unconnected molecules or ions with the total composition C31H46F9N2O9 at a distorted geometry.

Cartesian coordinates (Å):
C 1.2141 -6.5758 2.9612
C -0.1404 -6.1610 2.3537
N -0.3163 -4.7414 2.0608
C -0.5318 -3.8383 3.1918
C -1.0598 -4.3422 4.5487
C -2.5125 -3.9797 4.8272
C -3.5704 -4.4837 4.0933
C -4.8458 -4.0727 4.3998
C -5.1137 -3.1740 5.3976
C -4.0658 -2.6771 6.1471
C -2.7889 -3.0829 5.8308
C 0.8996 -3.2301 3.5280
N 1.1325 -2.1486 2.5089
C -0.1260 -1.3739 2.5725
C -0.3153 -0.4645 3.8271
C 0.9992 0.0287 4.4567
O 1.9405 0.5766 3.5165
C 1.4005 1.5753 2.7403
O 0.7080 2.4653 3.1707
C -1.2129 -2.5327 2.6042
C -1.7689 -2.5540 1.1500
O -2.9531 -1.7315 1.1493
C -4.1030 -2.5404 0.9308
C -5.3844 -1.7448 1.2371
H 1.4135 -6.0980 3.9261
H 2.0126 -6.3552 2.2436
H 1.2159 -7.6578 3.1306
H -0.2293 -6.6917 1.3970
H -0.9685 -6.5377 2.9595
H 0.3769 -4.3969 1.4106
H -0.9525 -5.4134 4.7397
H -0.4865 -3.8411 5.3339
H -3.3397 -5.1942 3.3022
H -5.6721 -4.4843 3.8243
H -6.1248 -2.8518 5.6193
H -4.2499 -1.9784 6.9558
H -1.9658 -2.6798 6.4237
H 1.0049 -2.6756 4.4663
H 1.7579 -3.9088 3.5376
H 1.9896 -1.6787 2.8291
H 1.4249 -2.5074 1.5967
H -0.2067 -0.6722 1.7406
H -0.8545 -0.9883 4.6250
H -0.9367 0.3804 3.5213
H 1.4687 -0.7370 5.0789
H 0.7315 0.8347 5.1526
H 1.6634 1.5062 1.6696
H -2.0112 -2.0408 3.1620
H -2.0716 -3.5367 0.7851
H -1.1000 -2.0962 0.4104
H -4.1183 -3.4046 1.6118
H -4.1386 -2.9193 -0.1007
H -5.2587 -0.6736 1.0756
H -5.6089 -1.9259 2.2965
H -6.2380 -2.1597 0.6946
C -0.0219 4.4836 -0.0094
C 1.4260 4.2258 0.3456
O 2.3090 4.7267 -0.6714
C 2.5600 6.0342 -0.6381
O 2.1198 6.8066 0.1574
C 3.5461 6.4026 -1.7544
F 3.2040 5.8359 -2.9220
F 4.7821 5.9822 -1.4516
F 3.5990 7.7146 -1.9439
H -0.2451 4.0704 -0.9947
H -0.6834 4.0276 0.7271
H -0.2401 5.5500 -0.0519
H 1.6040 3.1537 0.3991
H 1.6828 4.6493 1.3164
C 3.5610 1.1262 -5.0014
C 2.7112 2.1127 -4.2316
O 1.4897 1.4950 -3.7631
C 1.5884 0.7637 -2.6712
O 2.5858 0.5682 -2.0361
C 0.2098 0.2225 -2.2739
F -0.4565 -0.2890 -3.3084
F -0.5555 1.1851 -1.7455
F 0.3088 -0.7424 -1.3444
H 2.9874 0.6810 -5.8153
H 4.4378 1.6210 -5.4167
H 3.8973 0.3098 -4.3620
H 2.4054 2.9280 -4.8842
H 3.2563 2.5524 -3.3970
C -0.2555 5.9407 -8.3130
C 0.3132 4.8230 -7.4656
O 1.2372 4.0160 -8.2203
C 2.4636 4.5088 -8.3569
O 2.8536 5.5446 -7.9077
C 3.3389 3.5237 -9.1424
F 2.7148 3.0541 -10.2281
F 3.6659 2.4649 -8.3805
F 4.4712 4.0860 -9.5512
H -0.7071 5.5389 -9.2207
H -1.0108 6.4949 -7.7567
H 0.5240 6.6366 -8.6217
H -0.4846 4.1523 -7.1512
H 0.7932 5.2055 -6.5644

Results
* maximum force: 3.12 eV Å⁻¹
* HOMO: -11.992 eV
* Kohn-Sham gap: 9.13 eV
* E: -2894.0647 Ha
* total charge: +1
* LUMO: -2.866 eV


Record 6
Density functional theory data (the ωB97M-V functional and the def2-TZVPD basis) for 4 unconnected molecules or ions with the total composition C4H14O3 at a distorted geometry.

Cartesian coordinates (Å):
C -0.7976 1.9499 -0.9414
C 0.1306 2.2432 -0.0341
C 0.5531 1.3311 1.1823
C 1.1876 3.3779 -0.1682
H -0.9254 2.5263 -1.8605
H -1.1749 0.9398 -1.1293
H 1.1696 0.5178 0.7273
H 1.1552 2.0292 1.7753
H -0.4112 0.9123 1.4590
H 1.0669 4.2206 0.5114
H 2.2333 3.0416 -0.1088
H 0.8697 3.6810 -1.1780
O -0.3111 -2.4041 2.0697
H -0.7350 -2.1328 2.8855
H 0.5524 -1.9881 2.0284
O -1.4944 -3.4311 -0.6464
H -1.2627 -2.7772 0.0306
H -0.7272 -3.2920 -1.2171
O 0.7425 -1.4307 -1.4698
H -0.1940 -1.2222 -1.6080
H 0.8810 -1.7628 -2.3691

Results
* maximum force: 3.27 eV Å⁻¹
* energy above the lowest of the compared OMol25 structures with the same formula, charge and spin: 2.042 eV
* HOMO: -9.451 eV
* Kohn-Sham gap: 9.91 eV
* SMILES: C=C(C)C.O.O.O
* E: -386.4517 Ha
* LUMO: 0.455 eV


Record 7
Density functional theory data (the ωB97M-V functional and the def2-TZVPD basis) for a molecular structure, C8H18CuO12 at a distorted geometry.

Cartesian coordinates (Å):
Cu -18.4178 10.4370 22.9504
C -15.5966 13.9574 24.4507
O -15.8470 12.9766 25.1713
O -14.5030 14.3812 24.3870
O -16.4304 14.1812 23.5957
C -16.7564 8.4984 18.7141
O -17.6375 7.9320 19.3006
O -15.9841 9.2453 19.4187
O -16.5456 8.4106 17.4839
C -13.7729 6.6312 25.3126
C -12.7617 6.2660 24.2673
O -12.3005 7.4865 23.6842
O -13.4400 7.7357 26.1358
H -14.0834 5.6672 25.7154
H -14.6758 6.9954 24.8226
H -13.0583 5.5791 23.4746
H -12.0074 5.5954 24.6791
H -13.0821 7.8916 23.3012
H -14.0458 8.4654 25.9873
C -20.2788 2.9665 23.3106
C -20.6890 4.0628 24.3266
O -21.1943 5.3015 23.7347
O -18.9638 3.0837 22.7291
H -20.9444 2.7954 22.4645
H -20.4263 2.1304 23.9942
H -19.8874 4.1918 25.0538
H -21.5133 3.6484 24.9071
H -20.5458 5.5601 23.0757
H -18.9845 3.8001 22.0904
C -23.3121 14.1256 21.3046
C -24.8472 14.5399 21.4010
O -25.4938 14.5698 20.1596
O -23.1056 12.7517 21.0836
H -22.8566 14.4415 22.2431
H -22.8888 14.5955 20.4168
H -25.0039 15.4837 21.9233
H -25.2562 13.7958 22.0845
H -26.4440 14.4684 20.2511
H -23.7186 12.5548 20.3716

Results
* maximum force: 8.86 eV Å⁻¹
* energy above the lowest of the compared OMol25 structures with the same formula, charge and spin: 7.694 eV
* HOMO: 3.373 eV
* Kohn-Sham gap: 1.22 eV
* E: -2858.5120 Ha
* total charge: -3
* LUMO: 4.592 eV


Question: Which of these has the lowest maximum force?
Answer: C7H10


Question: Which of these has the lowest E?
Answer: C31H46F9N2O9


Question: The highest E belongs to which entry?
Answer: C7H10